Entry 1:
{
  "formula": "C21H25N3O5S",
  "method": "the ωB97M-V functional and the def2-TZVPD basis",
  "species": ["C", "O", "C", "C", "C", "C", "C", "C", "N", "C", "S", "O", "O", "C", "C", "C", "C", "C", "O", "N", "C", "C", "C", "C", "N", "O", "C", "C", "C", "C", "H", "H", "H", "H", "H", "H", "H", "H", "H", "H", "H", "H", "H", "H", "H", "H", "H", "H", "H", "H", "H", "H", "H", "H", "H"],
  "coordinates": [[2.0624, -0.0733, 0.8897], [1.3770, -1.0994, 1.5686], [1.8914, -1.5359, 2.7592], [2.8245, -0.8380, 3.5083], [3.2335, -1.3146, 4.7449], [2.7089, -2.4909, 5.2385], [1.7946, -3.2107, 4.4860], [1.3850, -2.7575, 3.2397], [0.4784, -3.4568, 2.4364], [-0.3612, -4.4708, 3.0334], [0.9199, -3.7306, 0.8241], [2.3232, -3.5094, 0.6393], [0.4027, -5.0220, 0.4675], [-0.0229, -2.5342, -0.1232], [0.4712, -2.1471, -1.3529], [-0.2444, -1.2419, -2.1193], [-1.4436, -0.7252, -1.6429], [-2.2204, 0.2460, -2.4886], [-2.9426, -0.1323, -3.3920], [-2.0715, 1.5465, -2.1596], [-1.1190, 2.0676, -1.2082], [0.0166, 2.7884, -1.9405], [-0.5263, 3.8760, -2.8748], [-1.0893, 5.0604, -2.0891], [-1.3083, 6.1577, -2.8498], [-1.3284, 5.0488, -0.9030], [-1.6030, 3.2828, -3.7976], [-2.6799, 2.5710, -2.9788], [-1.9433, -1.1488, -0.4160], [-1.2321, -2.0609, 0.3448], [1.9580, 0.8875, 1.4056], [1.5950, -0.0069, -0.0922], [3.1209, -0.3184, 0.7701], [3.2309, 0.0914, 3.1428], [3.9577, -0.7551, 5.3168], [3.0155, -2.8637, 6.2037], [1.4090, -4.1402, 4.8719], [-0.9018, -4.0380, 3.8759], [-1.0623, -4.8027, 2.2719], [0.2066, -5.3438, 3.3682], [1.4151, -2.5497, -1.6847], [0.1264, -0.9316, -3.0851], [-0.7196, 1.2578, -0.5974], [-1.6293, 2.7845, -0.5585], [0.6834, 3.2378, -1.2041], [0.5847, 2.0646, -2.5295], [0.2970, 4.2580, -3.4897], [-1.0796, 6.1949, -3.8264], [-1.6791, 6.9840, -2.4106], [-2.0638, 4.0610, -4.4077], [-1.1358, 2.5571, -4.4669], [-3.4049, 2.0863, -3.6352], [-3.1942, 3.2846, -2.3274], [-2.8851, -0.7582, -0.0605], [-1.5977, -2.3864, 1.3049]],
  "nbo_charge": [-0.252, -0.535, 0.367, -0.292, -0.206, -0.225, -0.224, 0.086, -0.679, -0.412, 2.319, -0.926, -0.936, -0.293, -0.203, -0.193, -0.100, 0.668, -0.616, -0.433, -0.231, -0.406, -0.312, 0.679, -0.824, -0.622, -0.399, -0.233, -0.216, -0.125, 0.178, 0.201, 0.190, 0.219, 0.215, 0.216, 0.217, 0.209, 0.238, 0.196, 0.242, 0.223, 0.225, 0.231, 0.226, 0.205, 0.221, 0.394, 0.406, 0.211, 0.215, 0.251, 0.200, 0.225, 0.221],
  "orbital_gap_ev": 8.8,
  "e_homo_ev": -8.345,
  "de_lowest_kj_mol": 234.56,
  "e_lumo_ev": 0.496
}

Entry 2:
{
  "formula": "C21H25N3O6RuSe",
  "method": "the ωB97M-V functional and the def2-TZVPD basis",
  "species": ["Ru", "C", "N", "C", "C", "C", "N", "C", "C", "C", "C", "C", "C", "C", "O", "C", "C", "C", "N", "C", "C", "C", "C", "C", "C", "C", "O", "H", "H", "H", "H", "H", "H", "H", "H", "H", "H", "H", "H", "H", "H", "H", "H", "H", "H", "H", "H", "H", "H", "H", "H", "H", "O", "Se", "O", "O", "O"],
  "coordinates": [[7.7444, 10.4108, 8.5264], [8.2863, 11.4432, 5.6574], [7.9522, 10.0971, 6.3884], [6.6993, 9.5026, 5.6440], [5.4724, 10.3230, 6.0824], [4.9225, 10.1556, 7.5197], [5.7748, 10.9072, 8.5000], [5.1723, 11.6675, 9.3945], [5.6533, 11.9520, 10.7092], [4.9038, 12.8211, 11.5266], [5.1456, 12.8587, 12.8904], [6.2056, 12.1646, 13.5022], [7.0097, 11.4056, 12.6775], [6.7288, 11.2306, 11.2946], [7.4988, 10.4005, 10.5799], [9.2698, 9.1160, 5.9435], [9.8484, 8.2672, 6.9571], [10.3241, 8.8486, 8.1615], [9.6629, 10.1472, 8.6292], [10.3942, 10.8515, 9.4999], [10.0684, 12.0451, 10.1147], [10.5883, 12.3366, 11.3507], [10.3039, 13.5169, 11.9913], [9.5549, 14.4307, 11.1958], [8.9991, 14.1892, 9.9719], [9.0565, 12.8949, 9.4810], [8.2374, 12.4885, 8.5685], [8.6820, 11.1916, 4.6576], [8.9577, 12.0997, 6.2609], [7.3326, 11.9804, 5.5446], [6.6452, 8.4514, 5.9637], [6.8545, 9.6343, 4.5628], [4.5827, 9.9823, 5.4830], [5.5813, 11.3931, 5.9914], [4.8025, 9.1029, 7.8367], [3.9352, 10.6754, 7.4538], [4.2603, 12.2325, 8.9930], [4.0565, 13.3510, 11.0651], [4.4455, 13.3409, 13.5560], [6.5037, 12.2592, 14.5303], [7.8324, 10.7957, 13.0864], [9.9772, 9.8482, 5.5374], [8.8397, 8.5753, 5.0841], [10.0530, 7.2866, 6.6103], [7.3845, 7.7638, 8.0702], [11.4329, 9.0404, 8.1340], [10.1571, 8.1518, 9.0746], [11.3477, 10.3858, 9.8226], [11.3288, 11.6298, 11.7761], [10.5576, 13.7139, 13.0387], [9.3746, 15.3992, 11.6929], [8.4655, 15.0344, 9.4991], [7.1495, 7.1581, 11.5904], [8.1734, 7.1006, 10.2932], [9.7135, 7.7525, 10.5794], [7.3772, 8.4312, 8.8044], [8.2186, 5.6566, 9.3420]],
  "nbo_charge": [1.352, -0.430, -0.468, -0.220, -0.434, -0.219, -0.506, 0.239, -0.267, -0.125, -0.273, -0.153, -0.258, 0.428, -0.705, -0.255, -0.141, -0.374, -0.465, 0.219, -0.291, -0.112, -0.290, -0.134, -0.341, 0.526, -0.736, 0.191, 0.248, 0.205, 0.211, 0.203, 0.226, 0.216, 0.224, 0.193, 0.183, 0.211, 0.212, 0.222, 0.234, 0.209, 0.203, 0.221, 0.501, 0.215, 0.330, 0.195, 0.214, 0.225, 0.208, 0.227, -0.897, 2.485, -0.956, -0.984, -0.941],
  "s2": 6.0330,
  "spin_multiplicity": 5,
  "orbital_gap_ev": [6.1, 6.7],
  "e_homo_ev": [-6.524, -7.998],
  "e_lumo_ev": [-0.382, -1.324]
}

Entry 3:
{
  "formula": "C21H25NO6",
  "method": "the ωB97M-V functional and the def2-TZVPD basis",
  "species": ["C", "C", "C", "N", "C", "O", "C", "C", "C", "C", "C", "C", "C", "C", "C", "C", "O", "C", "O", "O", "C", "C", "C", "C", "C", "C", "O", "O", "H", "H", "H", "H", "H", "H", "H", "H", "H", "H", "H", "H", "H", "H", "H", "H", "H", "H", "H", "H", "H", "H", "H", "H", "H"],
  "coordinates": [[-4.8035, -0.0708, -2.8796], [-4.3660, 0.6886, -4.1271], [-3.0461, 1.4337, -3.9131], [-1.9610, 0.4957, -3.7374], [-0.6846, 0.8962, -3.8095], [-0.3509, 2.0451, -4.0259], [0.3099, -0.2349, -3.5456], [0.3620, -0.5041, -2.0686], [1.2208, 0.1184, -1.2133], [2.1319, 1.2100, -1.6788], [1.2435, -0.3018, 0.1642], [2.1595, 0.1573, 1.1184], [2.1564, -0.2909, 2.4206], [1.1972, -1.2390, 2.8201], [0.2901, -1.7277, 1.8880], [0.3151, -1.2719, 0.5797], [-0.6056, -1.7862, -0.2696], [-0.6386, -1.4384, -1.5774], [-1.5311, -1.9042, -2.2625], [1.1057, -1.7423, 4.0661], [1.8750, -1.1296, 5.1079], [1.9763, -2.1827, 6.2112], [1.1194, 0.1005, 5.6218], [3.2690, -0.7673, 4.5835], [3.1737, 0.2034, 3.4112], [-2.7325, 2.2891, -5.1388], [-2.4184, 1.8524, -6.2111], [-2.9224, 3.5863, -4.8989], [-4.9393, 0.6148, -2.0460], [-5.7482, -0.5749, -3.0667], [-4.0714, -0.8213, -2.5917], [-4.2398, 0.0013, -4.9656], [-5.1331, 1.4167, -4.3985], [-3.1196, 2.1047, -3.0458], [-2.1684, -0.4672, -3.4998], [-0.0372, -1.1339, -4.0561], [1.2867, 0.0506, -3.9300], [1.7167, 1.7093, -2.5488], [3.1100, 0.8036, -1.9375], [2.2660, 1.9524, -0.8970], [2.9124, 0.8739, 0.8297], [-0.4353, -2.4666, 2.1846], [2.4913, -1.7726, 7.0749], [0.9802, -2.4999, 6.5067], [2.5203, -3.0522, 5.8517], [0.1853, -0.2117, 6.0821], [0.8819, 0.7765, 4.8043], [1.7165, 0.6288, 6.3600], [3.8631, -0.3396, 5.3911], [3.7564, -1.6866, 4.2497], [4.1464, 0.2990, 2.9241], [2.8927, 1.1990, 3.7667], [-2.6784, 4.1111, -5.6777]],
  "nbo_charge": [-0.610, -0.392, -0.146, -0.626, 0.701, -0.639, -0.511, -0.162, 0.129, -0.671, -0.189, -0.139, -0.113, 0.342, -0.308, 0.409, -0.460, 0.765, -0.626, -0.496, 0.269, -0.611, -0.639, -0.424, -0.419, 0.812, -0.599, -0.681, 0.204, 0.216, 0.215, 0.218, 0.214, 0.210, 0.437, 0.249, 0.237, 0.258, 0.232, 0.225, 0.214, 0.238, 0.213, 0.220, 0.217, 0.221, 0.216, 0.215, 0.220, 0.213, 0.223, 0.214, 0.497],
  "orbital_gap_ev": 8.3,
  "e_homo_ev": -8.295,
  "de_lowest_kj_mol": 0.00,
  "e_lumo_ev": 0.039
}

Entry 4:
{
  "formula": "C21H25NO6",
  "method": "the ωB97M-V functional and the def2-TZVPD basis",
  "species": ["C", "C", "O", "C", "C", "C", "C", "O", "N", "C", "C", "C", "C", "C", "C", "C", "O", "C", "O", "C", "C", "O", "C", "C", "C", "O", "C", "C", "H", "H", "H", "H", "H", "H", "H", "H", "H", "H", "H", "H", "H", "H", "H", "H", "H", "H", "H", "H", "H", "H", "H", "H", "H"],
  "coordinates": [[-5.6727, -1.7056, -1.1279], [-5.7257, -1.4102, 0.3676], [-4.4945, -1.6971, 1.0103], [-3.3547, -1.0411, 0.6464], [-2.2144, -1.8363, 0.5912], [-0.9847, -1.3000, 0.2618], [0.2115, -2.1883, 0.2250], [0.3829, -3.1065, 1.0010], [1.0931, -1.8974, -0.7662], [2.3932, -2.5205, -0.8565], [3.4971, -1.5130, -0.6588], [4.5824, -1.4658, -1.5182], [5.6090, -0.5362, -1.3602], [5.4954, 0.3479, -0.3166], [4.4020, 0.3108, 0.5516], [3.3956, -0.6086, 0.4051], [4.5337, 1.3011, 1.4891], [5.7583, 1.9422, 1.2055], [6.3403, 1.3588, 0.0598], [-0.8805, 0.0661, 0.0202], [-1.9906, 0.8908, 0.1236], [-1.9163, 2.2494, -0.0337], [-0.6706, 2.8537, -0.3134], [-0.9076, 4.3530, -0.4165], [-3.2582, 0.3454, 0.4185], [-4.4030, 1.0728, 0.5979], [-4.6487, 2.2832, -0.0995], [-4.6511, 2.1139, -1.6141], [-4.9351, -1.0698, -1.6135], [-5.3930, -2.7432, -1.2950], [-6.6464, -1.5248, -1.5754], [-6.0307, -0.3754, 0.5449], [-6.4364, -2.0793, 0.8601], [-2.3063, -2.8888, 0.8035], [0.9035, -1.1298, -1.3893], [2.4155, -3.2759, -0.0633], [2.5055, -3.0219, -1.8233], [4.6431, -2.1722, -2.3321], [6.4537, -0.5068, -2.0274], [2.5623, -0.6430, 1.0876], [5.5797, 3.0137, 1.0230], [6.4410, 1.8306, 2.0638], [0.0867, 0.4977, -0.1831], [0.0458, 2.6393, 0.4911], [-0.2650, 2.4705, -1.2610], [-1.3102, 4.7298, 0.5197], [0.0288, 4.8599, -0.6306], [-1.6182, 4.5650, -1.2111], [-3.9340, 3.0550, 0.1954], [-5.6455, 2.5738, 0.2465], [-4.9066, 3.0602, -2.0831], [-3.6687, 1.8055, -1.9635], [-5.3818, 1.3653, -1.9126]],
  "nbo_charge": [-0.642, -0.063, -0.514, 0.343, -0.237, -0.128, 0.660, -0.617, -0.606, -0.246, -0.041, -0.210, -0.253, 0.215, 0.306, -0.288, -0.491, 0.237, -0.477, -0.323, 0.326, -0.533, -0.061, -0.618, 0.160, -0.511, -0.059, -0.641, 0.208, 0.213, 0.214, 0.191, 0.186, 0.241, 0.397, 0.250, 0.199, 0.212, 0.229, 0.233, 0.157, 0.157, 0.218, 0.177, 0.170, 0.215, 0.216, 0.212, 0.194, 0.185, 0.217, 0.213, 0.209],
  "orbital_gap_ev": 8.7,
  "e_homo_ev": -8.198,
  "de_lowest_kj_mol": 340.61,
  "e_lumo_ev": 0.508
}

Q: Which max |F| values were calculated for the entries above? A: 0.0233; 0.0799; 0.0183; 0.0247, in Eh/bohr.
Q: Which molar mass values were calculated for the entries above? A: 431.51; 595.48; 387.43; 387.43, in g/mol.